Entry 1:
{"formula": "H14O7", "method": "ωB97M-V/def2-TZVPD", "e_above_lowest_kcal_mol": 56.28, "spin_multiplicity": 1, "homo_energy_ha": -0.3683, "mol_weight_g_mol": 126.105, "energy_ha": -535.034147, "e_lumo_ev": 0.1, "symbols": ["O", "H", "H", "O", "H", "H", "O", "H", "H", "O", "H", "H", "O", "H", "H", "O", "H", "H", "O", "H", "H"], "coordinates": [[-0.36064, -1.69331, -0.61335], [0.07041, -2.44611, -1.03343], [0.35800, -1.07160, -0.45201], [3.37533, 0.43743, 1.79335], [2.89538, 0.81272, 2.54020], [2.95028, -0.41496, 1.64588], [4.21909, 0.09515, -1.40721], [3.55480, 0.63811, -1.84642], [4.58147, 0.67306, -0.72625], [-3.59222, -0.27097, -1.58793], [-3.24967, -0.15736, -2.48166], [-4.15560, 0.49936, -1.45303], [-1.29869, -0.70456, 3.59671], [-1.24422, 0.17084, 3.99633], [-0.48340, -0.78145, 3.08840], [-2.83545, -1.96320, 0.28801], [-2.86944, -1.04377, 0.00081], [-3.74981, -2.26189, 0.22701], [0.89976, 2.89481, -1.81023], [-0.04976, 2.73735, -1.86139], [0.98439, 3.85036, -1.90378]], "forces_ev_per_a": [[0.49, 0.21, -0.09], [-0.11, 0.01, 0.05], [0.03, -0.03, -0.09], [-0.19, -0.03, 0.12], [0.11, 0.03, -0.06], [0.14, 0.02, -0.10], [-0.04, 0.11, -0.05], [0.02, -0.03, 0.04], [-0.09, -0.10, 0.08], [-0.29, 0.63, -0.38], [0.10, -0.15, 0.08], [-0.04, -0.03, -0.01], [0.19, 0.23, 0.08], [-0.06, -0.09, 0.00], [-0.18, -0.12, -0.06], [-0.36, -0.41, 0.60], [0.13, -0.32, -0.20], [0.11, 0.10, 0.01], [-0.13, 0.11, -0.03], [0.10, -0.06, 0.02], [0.06, -0.09, 0.01]], "nbo_charge": [-0.93, 0.47, 0.46, -0.94, 0.47, 0.47, -0.95, 0.47, 0.48, -0.94, 0.48, 0.47, -0.93, 0.46, 0.47, -0.94, 0.48, 0.45, -0.94, 0.47, 0.47]}

=====

Entry 2:
{"formula": "C5H4Br2O", "method": "ωB97M-V/def2-TZVPD", "e_above_lowest_kcal_mol": 0.00, "spin_multiplicity": 1, "homo_energy_ha": -0.3272, "mol_weight_g_mol": 239.894, "energy_ha": -5416.123705, "e_lumo_ev": -0.1, "symbols": ["Br", "C", "C", "C", "C", "C", "Br", "O", "H", "H", "H", "H"], "coordinates": [[-3.09717, -1.16088, 0.07982], [-1.22875, -0.59600, 0.19594], [-0.27359, -0.95509, 1.04905], [1.03203, -0.64214, 0.58172], [1.20137, 0.24072, -0.39510], [0.05109, 0.83744, -1.00612], [-0.26026, 2.72858, 0.15460], [-1.02139, 0.05250, -0.97401], [-0.63502, -1.54958, 1.77904], [1.85431, -0.93612, 1.05294], [2.20975, 0.52934, -0.60425], [0.16762, 1.45124, -1.91362]], "forces_ev_per_a": [[1.32, 0.21, 0.73], [-2.29, -0.51, -1.47], [-0.57, 1.30, -2.74], [-2.39, 1.17, -0.61], [0.55, 0.11, -0.10], [1.42, 2.23, -0.47], [-0.12, -0.68, -0.17], [-0.80, 0.26, 0.27], [-0.19, -1.80, 2.76], [3.19, -1.67, 2.05], [0.18, 0.44, -0.50], [-0.30, -1.05, 0.26]], "nbo_charge": [0.07, 0.32, -0.35, -0.15, -0.26, 0.19, -0.31, -0.47, 0.25, 0.22, 0.24, 0.25]}

=====

Entry 3:
{"formula": "C14H22F10IN2O4P2S", "method": "ωB97M-V/def2-TZVPD", "spin_multiplicity": 1, "homo_energy_ha": -0.3876, "mol_weight_g_mol": 693.239, "energy_ha": -3334.147427, "e_lumo_ev": -3.8, "total_charge": 1, "symbols": ["C", "C", "C", "P", "O", "O", "O", "C", "I", "C", "C", "C", "C", "C", "F", "F", "C", "F", "F", "S", "F", "F", "F", "F", "F", "C", "O", "N", "C", "F", "P", "C", "C", "H", "H", "H", "H", "H", "H", "H", "H", "H", "H", "H", "H", "H", "H", "H", "H", "H", "H", "N", "H", "H", "H", "H"], "coordinates": [[3.59555, 3.29708, 2.11510], [3.08522, 2.43705, 1.45829], [2.41537, 1.39474, 0.68623], [1.53524, 0.38305, 1.96004], [0.46646, -0.47721, 1.42002], [2.65775, -0.38620, 2.76579], [0.96846, 1.45247, 3.00248], [1.38231, 1.94658, -0.35746], [2.23974, 3.61542, -1.47118], [0.03190, 2.45409, 0.13939], [-1.05772, 2.56358, -0.94431], [-2.41983, 2.04425, -0.48017], [-2.41768, 0.57311, -0.02257], [-2.88731, -0.34932, -1.12843], [-2.36373, 0.04686, -2.31209], [-4.25482, -0.30201, -1.31103], [-2.48362, -1.84821, -1.05140], [-3.02577, -2.47983, -2.09758], [-1.17923, -1.94741, -1.14377], [-3.00202, -2.78760, 0.52383], [-2.03587, -3.97082, 0.14330], [-1.89212, -2.08024, 1.36170], [-4.06795, -1.65924, 0.91572], [-4.19546, -3.52827, -0.30503], [-3.46399, -3.58907, 1.79445], [1.37463, 0.76378, -1.32270], [0.45032, 0.13699, -1.74978], [2.73805, 0.41267, -1.51753], [3.43496, 0.60423, -0.26085], [4.51886, 1.46330, -0.46626], [4.12370, -1.05637, 0.29678], [5.01960, -1.61478, -1.21654], [5.49633, -0.52304, 1.37729], [4.00055, 3.98050, 2.82415], [2.27269, -1.21863, 3.08292], [0.00998, 1.32761, 3.04674], [0.18157, 3.45018, 0.55547], [-0.31728, 1.85219, 0.97696], [-0.79185, 2.06830, -1.87338], [-1.17262, 3.62127, -1.18935], [-3.14473, 2.18237, -1.28353], [-2.76469, 2.66740, 0.34858], [-1.42420, 0.22782, 0.27364], [-3.10110, 0.46283, 0.81658], [2.71865, -0.56293, -1.81044], [4.92320, -0.90115, -2.03670], [6.07946, -1.75900, -1.01328], [4.59582, -2.56560, -1.53335], [6.17699, 0.15003, 0.85476], [6.05521, -1.40962, 1.67676], [5.10306, -0.03080, 2.26332], [-6.84090, -2.10636, -1.35825], [-7.05206, -1.65120, -0.46775], [-5.97565, -2.64830, -1.25802], [-7.60711, -2.73124, -1.61532], [-6.71230, -1.39534, -2.08227]], "forces_ev_per_a": [[-0.11, -0.24, 0.36], [0.15, 0.04, -0.15], [0.49, 0.44, -0.06], [-0.44, -0.29, -0.31], [0.05, 0.00, 0.00], [-0.09, 0.21, 0.13], [-0.06, -0.08, -0.13], [-0.19, 0.14, -0.03], [-0.10, -0.11, -0.06], [-0.08, 0.09, 0.03], [-0.19, 0.28, -0.13], [0.19, 0.05, 0.14], [-0.32, -0.05, -0.26], [0.47, 0.42, -0.13], [-0.12, -0.10, -0.09], [-0.32, -0.07, 0.11], [-0.10, 0.19, 0.07], [-0.18, -0.13, -0.20], [0.38, -0.07, 0.21], [-0.02, -0.50, -0.20], [-0.03, 0.03, -0.03], [0.00, 0.15, 0.02], [-0.13, 0.14, 0.11], [-0.33, -0.04, 0.11], [0.05, 0.01, -0.05], [0.94, 0.14, 0.22], [-0.16, 0.21, -0.33], [-1.38, -0.78, 0.88], [0.71, 0.15, -0.14], [-0.24, 0.00, -0.17], [-0.36, -0.55, 0.49], [-0.13, 0.30, -0.21], [0.16, 0.21, -0.22], [0.08, 0.12, -0.20], [0.28, -0.07, -0.04], [0.04, 0.12, 0.17], [0.12, -0.07, 0.16], [-0.07, -0.19, -0.24], [0.17, -0.08, 0.09], [-0.04, -0.04, -0.08], [-0.04, 0.04, 0.01], [-0.01, -0.09, 0.05], [-0.02, 0.08, 0.08], [0.11, -0.18, 0.06], [0.39, 0.18, -0.29], [0.15, -0.02, 0.01], [0.00, 0.05, 0.06], [0.03, -0.02, -0.04], [-0.04, 0.03, 0.04], [-0.07, -0.05, 0.06], [0.03, -0.01, 0.04], [0.04, -0.04, -0.01], [0.06, 0.02, 0.00], [0.20, 0.01, 0.07], [-0.01, 0.02, -0.01], [0.08, 0.01, 0.03]], "nbo_charge": [-0.13, -0.05, -0.59, 2.40, -1.12, -0.97, -0.97, -0.14, 0.20, -0.46, -0.41, -0.39, -0.51, 0.66, -0.31, -0.38, 0.48, -0.31, -0.26, 2.36, -0.44, -0.43, -0.49, -0.51, -0.43, 0.68, -0.56, -0.67, 0.28, -0.37, 0.76, -0.95, -0.94, 0.25, 0.53, 0.51, 0.24, 0.20, 0.24, 0.22, 0.22, 0.21, 0.28, 0.23, 0.40, 0.24, 0.25, 0.24, 0.24, 0.24, 0.25, -0.86, 0.46, 0.48, 0.45, 0.46]}

=====

Entry 4:
{"formula": "C4H4O6", "method": "ωB97M-V/def2-TZVPD", "e_above_lowest_kcal_mol": 0.00, "spin_multiplicity": 1, "homo_energy_ha": -0.3531, "mol_weight_g_mol": 148.070, "energy_ha": -606.292494, "e_lumo_ev": -0.5, "symbols": ["O", "C", "O", "C", "O", "C", "O", "C", "O", "O", "H", "H", "H", "H"], "coordinates": [[1.20160, -1.77995, -0.01482], [1.47565, -0.59229, -0.00114], [2.76667, -0.25283, -0.01258], [0.57497, 0.57456, -0.02209], [1.24914, 1.77973, 0.00300], [-0.76261, 0.49119, -0.00239], [-1.38889, 1.69202, -0.00117], [-1.76273, -0.62694, -0.00933], [-2.94597, -0.27564, -0.01578], [-1.43009, -1.86729, -0.00186], [3.34506, -1.02364, 0.00949], [0.49802, 2.40989, -0.01484], [-2.34331, 1.51280, -0.00847], [-0.47752, -2.04162, 0.09200]], "forces_ev_per_a": [[-1.05, 0.09, 0.21], [1.37, -0.82, -0.33], [-0.13, 1.24, 0.09], [1.38, -0.44, 0.32], [-1.78, -0.55, -0.13], [-0.43, 0.83, -0.12], [0.45, 0.21, 0.03], [-1.77, 1.10, 0.08], [1.48, -0.34, -0.07], [-0.40, -1.16, 0.09], [-0.34, -0.37, -0.02], [0.68, 0.21, 0.03], [-0.30, -0.25, 0.00], [0.85, 0.25, -0.19]], "nbo_charge": [-0.63, 0.76, -0.65, 0.13, -0.64, 0.15, -0.69, 0.74, -0.60, -0.64, 0.51, 0.50, 0.53, 0.52]}

=====

Entry 5:
{"formula": "C15H16N2O8Pd", "method": "ωB97M-V/def2-TZVPD", "e_above_lowest_kcal_mol": 0.00, "spin_multiplicity": 1, "homo_energy_ha": -0.3243, "mol_weight_g_mol": 458.719, "energy_ha": -1420.563708, "e_lumo_ev": 0.5, "symbols": ["Pd", "O", "C", "O", "C", "O", "C", "C", "O", "O", "H", "H", "H", "H", "H", "O", "C", "C", "C", "C", "C", "C", "C", "O", "O", "H", "H", "H", "H", "H", "C", "N", "C", "C", "N", "C", "H", "H", "H", "H", "H", "H"], "coordinates": [[1.30762, 0.34897, 0.10124], [-1.67427, -0.14559, -2.76683], [-1.47553, 0.63892, -1.69319], [-1.97508, 0.42680, -0.62132], [-0.54011, 1.77427, -2.02723], [-0.36154, 2.54071, -0.87132], [0.66736, 3.50412, -0.97340], [2.12448, 3.00746, -0.97609], [2.96782, 3.85529, -1.19451], [2.39167, 1.75466, -0.78175], [-2.25325, -0.86965, -2.48566], [0.39875, 1.34517, -2.39624], [-0.98504, 2.36109, -2.84170], [0.54404, 4.12188, -1.86816], [0.55624, 4.15789, -0.10746], [-0.84889, -3.69744, 1.21908], [-0.47674, -4.11592, -0.01318], [-0.82483, -5.38547, -0.47122], [-0.44199, -5.81012, -1.72929], [0.29780, -4.97647, -2.55928], [0.64390, -3.71843, -2.10750], [0.26797, -3.26766, -0.84078], [0.68106, -1.90125, -0.45482], [0.38043, -1.37680, 0.66213], [1.35775, -1.19311, -1.27189], [-1.34542, -4.40165, 1.64962], [-1.40096, -6.03917, 0.17468], [-0.72325, -6.80080, -2.06273], [0.60028, -5.30703, -3.54294], [1.22032, -3.04485, -2.72664], [-1.50456, 3.22809, 3.69598], [-0.32759, 2.70779, 3.02093], [0.98370, 3.02694, 3.29433], [1.74342, 2.31313, 2.42179], [0.90324, 1.56642, 1.63551], [-0.33144, 1.82473, 2.01056], [-1.19629, 4.02547, 4.36636], [-1.99047, 2.44490, 4.27478], [-2.20485, 3.63072, 2.96740], [1.24927, 3.72749, 4.06540], [2.80996, 2.29879, 2.28383], [-1.21501, 1.41970, 1.54148]], "forces_ev_per_a": [[0.05, -0.03, 0.03], [-0.04, 0.03, 0.00], [0.11, -0.09, 0.01], [-0.05, 0.03, -0.03], [-0.07, 0.05, -0.05], [-0.01, 0.02, 0.00], [0.00, 0.02, 0.03], [-0.05, -0.05, -0.06], [0.00, 0.01, 0.01], [0.05, 0.04, 0.08], [0.00, -0.01, 0.00], [-0.02, -0.01, -0.01], [0.02, 0.01, -0.01], [0.01, -0.01, -0.01], [0.01, 0.00, 0.00], [0.00, 0.00, 0.00], [0.00, 0.00, 0.01], [0.00, 0.00, 0.00], [0.00, 0.00, 0.00], [0.00, 0.00, 0.00], [0.00, 0.00, 0.00], [-0.01, 0.01, -0.01], [-0.01, 0.01, 0.00], [0.01, -0.06, 0.00], [-0.01, 0.00, 0.01], [0.00, 0.00, 0.00], [0.00, 0.00, 0.00], [0.00, 0.00, 0.00], [0.00, 0.00, 0.00], [0.00, 0.00, 0.00], [0.00, -0.01, 0.01], [0.00, 0.01, -0.01], [0.00, 0.01, -0.01], [-0.01, 0.03, -0.01], [0.07, 0.00, -0.01], [-0.03, 0.00, 0.01], [0.00, 0.00, 0.00], [0.00, 0.00, 0.00], [0.00, -0.01, 0.00], [0.00, 0.00, 0.00], [0.00, -0.01, 0.01], [0.01, -0.01, 0.01]], "nbo_charge": [1.01, -0.68, 0.78, -0.60, -0.19, -0.54, -0.19, 0.75, -0.64, -0.74, 0.50, 0.23, 0.20, 0.20, 0.21, -0.65, 0.43, -0.33, -0.16, -0.26, -0.12, -0.29, 0.77, -0.64, -0.68, 0.48, 0.21, 0.22, 0.22, 0.24, -0.40, -0.32, -0.08, -0.07, -0.47, 0.22, 0.22, 0.22, 0.22, 0.23, 0.24, 0.26]}

=====

Entry 6:
{"formula": "C13H16OS2", "method": "ωB97M-V/def2-TZVPD", "e_above_lowest_kcal_mol": 29.22, "spin_multiplicity": 1, "homo_energy_ha": -0.3207, "mol_weight_g_mol": 252.404, "energy_ha": -1376.512212, "e_lumo_ev": 0.6, "symbols": ["C", "C", "C", "O", "C", "S", "C", "C", "C", "S", "C", "C", "C", "C", "C", "C", "H", "H", "H", "H", "H", "H", "H", "H", "H", "H", "H", "H", "H", "H", "H", "H"], "coordinates": [[3.07221, -1.81671, 0.90978], [2.03157, -0.72857, 0.59178], [0.66657, -0.98495, 1.23236], [0.62113, -1.85861, 2.04837], [-0.54629, -0.28514, 0.65321], [-1.94444, -0.41013, 1.91256], [-3.29686, -0.02995, 0.69959], [-2.92263, 0.95328, -0.31238], [-2.43776, 0.23357, -1.59293], [-0.98437, -0.79860, -1.10454], [2.44542, 0.71287, 0.90250], [3.07220, 1.20670, 2.00164], [3.41599, 2.54427, 2.26354], [2.88242, 3.47186, 1.39326], [2.26722, 3.02598, 0.24033], [2.08435, 1.70242, -0.11020], [3.99163, -1.46050, 0.36590], [3.26301, -1.93431, 2.01273], [2.86111, -2.75778, 0.46845], [1.78825, -0.75364, -0.53012], [-0.25866, 0.71261, 0.42622], [-4.19814, 0.38084, 1.19983], [-3.56092, -0.98945, 0.14489], [-2.14097, 1.72558, 0.02371], [-3.78898, 1.65823, -0.48865], [-2.12684, 1.01364, -2.32223], [-3.32346, -0.40128, -1.95728], [3.36473, 0.31812, 2.61942], [3.92643, 2.75786, 3.23528], [3.01676, 4.61349, 1.59005], [1.93099, 3.75756, -0.52713], [1.76197, 1.35442, -1.05628]], "forces_ev_per_a": [[1.19, 1.85, 0.38], [-0.29, 0.53, -1.08], [1.06, -1.31, -1.22], [-0.94, -0.12, 0.98], [-1.58, -0.14, 0.19], [0.18, 0.26, -1.54], [-0.87, -1.64, 1.10], [0.78, 3.15, -1.50], [-0.73, 0.99, 0.68], [0.12, -0.98, 0.06], [-1.26, 1.86, -3.52], [1.18, -2.50, 1.53], [-0.70, -0.82, 0.97], [0.98, 2.31, 1.01], [-0.90, 0.76, -2.45], [1.24, -0.99, 3.18], [-0.51, -0.38, 0.88], [-0.15, 0.13, -1.20], [-0.65, -0.89, -0.17], [0.56, 0.06, 1.34], [0.08, 1.11, 0.62], [0.68, -0.80, 0.35], [0.09, 1.02, 1.04], [-0.82, -1.31, -0.25], [0.64, -0.97, -0.41], [-0.22, -0.88, 0.17], [1.67, 0.67, 0.25], [0.13, 1.45, 0.34], [-0.42, 0.10, -1.21], [-0.30, -2.28, -0.47], [0.34, -0.31, 0.76], [-0.59, 0.08, -0.83]], "nbo_charge": [-0.60, -0.33, 0.58, -0.50, -0.55, 0.23, -0.54, -0.44, -0.51, 0.17, -0.01, -0.22, -0.21, -0.21, -0.23, -0.21, 0.21, 0.23, 0.22, 0.23, 0.23, 0.24, 0.22, 0.22, 0.22, 0.23, 0.23, 0.21, 0.23, 0.22, 0.21, 0.21]}

=====

Table of gap between HOMO and LUMO (eV), in record order: 10.14 8.79 6.73 9.16 9.28 9.28
Table of F_max (eV/Å), in record order: 0.8 4.1 1.8 2.1 0.1 4.2